Entry 1:
Computed, not measured: a molecular structure, C50H52HfN4O2P2, with ωB97M-V/def2-TZVPD.

As for the HOMO energy: -12.4 eV. For the energy relative to the best compared isomer or geometry (same formula, charge and spin), the calculation gives 7.5 kcal per mole. The value obtained for the gap between HOMO and LUMO is 0.240 Eh. The energy comes out at -3036.252840 a.u.

Geometry as ORCA input:
```
! wB97M-V def2-TZVPD RIJCOSX def2/J DEFGRID3
* xyz 2 1
Hf -0.466 -0.350 0.396
C -1.275 4.287 -0.040
N -1.050 2.847 0.070
P -0.472 2.198 1.551
C 1.159 2.949 1.822
C 1.681 2.807 3.108
C 2.936 3.299 3.404
C 3.679 3.928 2.415
C 3.184 4.024 1.124
C 1.931 3.520 0.817
C -1.543 3.098 2.724
C -1.164 4.224 3.447
C -2.074 4.818 4.307
C -3.353 4.303 4.444
C -3.744 3.204 3.693
C -2.840 2.601 2.842
P -1.324 1.782 -1.253
C -2.890 2.402 -1.946
C -3.949 2.770 -1.118
C -5.164 3.134 -1.671
C -5.348 3.095 -3.046
C -4.305 2.705 -3.871
C -3.085 2.357 -3.324
C -0.045 2.384 -2.416
C 1.165 1.693 -2.358
C 2.255 2.103 -3.103
C 2.137 3.215 -3.927
C 0.940 3.914 -3.986
C -0.150 3.505 -3.235
H -2.137 4.591 0.556
H -1.459 4.542 -1.082
H -0.401 4.835 0.312
H 1.081 2.322 3.868
H 3.332 3.196 4.402
H 4.648 4.338 2.651
H 3.776 4.491 0.352
H 1.556 3.577 -0.197
H -0.167 4.630 3.346
H -1.783 5.686 4.878
H -4.043 4.750 5.143
H -4.749 2.820 3.777
H -3.123 1.723 2.272
H -3.826 2.785 -0.044
H -5.978 3.444 -1.035
H -6.300 3.359 -3.477
H -4.438 2.666 -4.942
H -2.266 2.064 -3.963
H 1.238 0.806 -1.722
H 3.189 1.562 -3.051
H 2.978 3.536 -4.521
H 0.852 4.785 -4.620
H -1.086 4.043 -3.310
C 1.566 -3.628 -1.909
O 0.909 -2.977 -2.998
C 0.104 -1.976 -2.730
O -0.108 -1.517 -1.593
N -0.480 -1.487 -3.830
N -1.333 -0.376 -3.764
H 2.121 -4.456 -2.342
H 0.833 -4.005 -1.196
H 2.248 -2.939 -1.409
H -0.267 -1.936 -4.717
H -2.269 -0.643 -4.067
H -0.988 0.345 -4.394
C -3.620 -0.617 -0.832
N -4.091 -1.908 -0.409
C -5.481 -1.910 -0.001
C -3.190 -2.580 0.514
C -2.944 -1.873 1.840
C -3.787 -2.102 2.927
C -3.549 -1.486 4.145
C -2.442 -0.667 4.304
C -1.610 -0.433 3.221
C -1.860 -0.990 1.959
H -4.364 -0.176 -1.496
H -2.687 -0.752 -1.400
H -3.456 0.103 0.006
H -6.084 -1.581 -0.848
H -5.686 -1.259 0.859
H -5.775 -2.928 0.250
H -2.232 -2.716 -0.025
H -3.613 -3.567 0.706
H -4.627 -2.777 2.832
H -4.202 -1.668 4.983
H -2.233 -0.216 5.262
H -0.726 0.195 3.370
C 2.958 -6.408 1.878
C 1.604 -6.299 2.151
C 0.961 -5.091 1.967
C 1.665 -3.963 1.534
C 3.026 -4.088 1.254
C 3.663 -5.302 1.425
C 0.891 -2.748 1.285
C 1.235 -1.443 1.212
C 2.531 -0.879 1.605
C 3.221 -1.340 2.733
C 4.447 -0.804 3.079
C 5.012 0.205 2.312
C 4.327 0.698 1.212
C 3.091 0.176 0.874
H 3.462 -7.351 2.016
H 1.047 -7.156 2.496
H -0.098 -5.005 2.169
H 3.579 -3.236 0.885
H 4.714 -5.390 1.200
H -0.165 -2.989 1.100
H 2.785 -2.130 3.323
H 4.970 -1.187 3.942
H 5.981 0.604 2.572
H 4.761 1.487 0.615
H 2.559 0.570 0.007
*
```



Entry 2:
Computed, not measured: 2 unconnected molecules or ions with the total composition C3H10NOS, with ωB97M-V/def2-TZVPD.

As for the HOMO energy: -2.7 eV. For the energy relative to the best compared isomer or geometry (same formula, charge and spin), the calculation gives 69.6 kcal per mole. The value obtained for the gap between HOMO and LUMO is 0.207 Eh. The energy comes out at -648.420653 a.u.

Geometry as ORCA input:
```
! wB97M-V def2-TZVPD RIJCOSX def2/J DEFGRID3
* xyz -1 1
C -0.476 1.043 1.170
C 0.356 2.438 0.800
S 0.492 3.781 2.010
H 0.020 0.577 2.008
H -1.470 1.385 1.465
H -0.751 0.149 0.563
H -0.139 3.001 -0.050
H 1.389 2.244 0.519
H 0.374 3.319 3.204
N 0.820 -3.180 -1.939
C -0.368 -2.375 -1.263
O -0.131 -1.132 -0.965
H 1.402 -2.389 -2.176
H 0.271 -3.455 -2.780
H -0.632 -3.031 -0.431
H -1.158 -2.375 -2.136
*
```



Entry 3:
Computed, not measured: a molecular structure, C28H33F6N5O4PRhS6, with ωB97M-V/def2-TZVPD.

As for the HOMO energy (spin up / spin down): -7.2 / -7.2 eV. For the energy relative to the best compared isomer or geometry (same formula, charge and spin), the calculation gives 80.6 kcal per mole. The value obtained for the gap between HOMO and LUMO (spin up / spin down) is 0.197 / 0.197 Eh. The energy comes out at -5101.743186 a.u.

Geometry as ORCA input:
```
! wB97M-V def2-TZVPD RIJCOSX def2/J DEFGRID3
* xyz 0 1
Rh 0.116 0.611 0.291
S 1.018 2.304 -1.375
C 0.404 3.854 -0.948
C 0.779 4.959 -1.728
C 0.315 6.217 -1.439
C -0.527 6.421 -0.343
C -0.900 5.360 0.445
C -0.462 4.062 0.152
S -1.061 2.756 1.085
H 1.443 4.794 -2.561
H 0.599 7.052 -2.060
H -0.888 7.414 -0.119
H -1.552 5.506 1.293
N -0.295 1.429 3.938
C 0.568 0.453 3.615
N 0.730 -0.053 2.429
C 1.686 -1.044 2.407
C 2.202 -1.352 3.627
S 1.528 -0.342 4.850
C 2.099 -1.630 1.150
C 2.999 -2.635 0.974
S 3.212 -2.984 -0.695
C 2.064 -1.730 -1.071
N 1.571 -1.149 -0.022
N 1.663 -1.476 -2.341
H -0.627 2.013 3.173
H -0.158 1.889 4.823
H 2.947 -2.080 3.872
H 3.541 -3.176 1.721
H 2.355 -1.711 -3.041
H 1.302 -0.534 -2.471
C -2.236 -1.766 2.261
C -3.053 -1.023 1.198
C -4.357 -1.780 0.963
C -3.332 0.387 1.709
P -1.857 -0.898 -0.283
C -1.725 -2.707 -0.594
C -2.693 -3.442 -1.274
C -2.565 -4.809 -1.431
C -1.462 -5.474 -0.924
C -0.501 -4.763 -0.227
C -0.645 -3.398 -0.052
C -2.648 -0.216 -1.891
C -1.972 -0.949 -3.055
C -4.169 -0.258 -2.001
C -2.231 1.253 -1.962
H -2.721 -1.687 3.231
H -1.244 -1.324 2.344
H -2.131 -2.822 2.019
H -4.874 -1.880 1.916
H -4.168 -2.783 0.590
H -5.026 -1.261 0.286
H -4.009 0.352 2.562
H -3.783 1.014 0.943
H -2.399 0.847 2.028
H -3.567 -2.963 -1.685
H -3.338 -5.358 -1.949
H -1.357 -6.537 -1.081
H 0.365 -5.267 0.179
H 0.084 -2.864 0.533
H -2.385 -1.940 -3.224
H -0.904 -1.058 -2.859
H -2.092 -0.377 -3.975
H -4.577 -1.263 -1.967
H -4.458 0.181 -2.955
H -4.619 0.339 -1.212
H -1.140 1.337 -1.923
H -2.659 1.826 -1.142
H -2.566 1.697 -2.897
F 4.004 1.881 3.237
C 4.636 1.223 2.255
F 5.879 1.681 2.197
F 4.689 -0.060 2.626
S 3.697 1.462 0.631
O 2.339 1.557 1.094
O 4.253 2.616 0.012
N 4.079 0.118 -0.094
S 4.260 0.283 -1.654
O 3.207 1.046 -2.257
O 4.540 -0.977 -2.273
C 5.867 1.251 -1.860
F 5.736 2.516 -2.226
F 6.560 1.190 -0.721
F 6.600 0.645 -2.801
*
```



Entry 4:
Computed, not measured: a single C5H12O molecule, with ωB97M-V/def2-TZVPD.

As for the HOMO energy: -9.7 eV. For the energy relative to the best compared isomer or geometry (same formula, charge and spin), the calculation gives 21.4 kcal per mole. The value obtained for the gap between HOMO and LUMO is 0.398 Eh. Its SMILES is CCCOCC. The energy comes out at -272.914576 a.u.

Geometry as ORCA input:
```
! wB97M-V def2-TZVPD RIJCOSX def2/J DEFGRID3
* xyz 0 1
C -1.517 0.895 -1.866
C -1.589 0.758 -0.348
C -0.593 -0.307 0.079
O -0.174 -0.127 1.408
C 1.027 -0.830 1.639
C 2.206 -0.395 0.722
H -2.216 1.638 -2.257
H -1.727 -0.066 -2.350
H -0.504 1.194 -2.157
H -2.607 0.522 -0.020
H -1.303 1.701 0.132
H -0.975 -1.331 -0.072
H 0.286 -0.218 -0.562
H 0.856 -1.915 1.532
H 1.246 -0.662 2.703
H 2.897 -1.230 0.589
H 2.730 0.467 1.137
H 1.958 -0.094 -0.308
*
```